P) CH13MnO9 as an isolated structure, computed with ωB97M-V with the def2-TZVPD basis set.

E_HOMO (spin up / spin down) ... -10.894 / -10.961 eV

Geometry as ORCA input:
```
! wB97M-V def2-TZVPD RIJCOSX def2/J DEFGRID3
* xyz 1 6
Mn -8.31 5.89 2.53
C -7.24 5.46 5.29
O -6.70 4.79 6.23
O -7.53 6.79 5.49
O -7.36 4.96 4.13
H -7.17 7.24 6.23
O -6.77 4.04 1.49
H -7.01 3.14 1.29
H -5.98 4.21 0.91
O -6.29 6.89 2.14
H -5.97 7.22 1.27
H -5.99 7.61 2.73
O -9.55 4.07 1.93
H -10.40 3.98 1.52
H -9.19 3.18 2.11
O -8.66 6.22 0.33
H -8.53 7.16 0.12
H -9.41 6.03 -0.27
O -10.08 5.86 3.97
H -10.64 5.12 3.90
H -10.66 6.63 3.96
O -9.02 8.14 2.65
H -8.63 8.97 2.89
H -9.58 8.38 1.91
*
```


Q) CH13MnO9 as an isolated structure, computed with ωB97M-V with the def2-TZVPD basis set.

E_HOMO (spin up / spin down) ... -12.043 / -12.772 eV

Geometry as ORCA input:
```
! wB97M-V def2-TZVPD RIJCOSX def2/J DEFGRID3
* xyz 1 6
Mn 0.09 0.13 0.06
C 0.08 -1.82 -1.64
O 0.20 -0.57 -1.91
O 0.04 -2.74 -2.55
O -0.07 -2.06 -0.40
H 0.02 -2.54 -3.50
O -1.44 1.67 -1.35
H -1.37 2.63 -1.25
H -2.41 1.58 -1.36
O -2.18 -0.19 0.56
H -2.59 0.41 1.14
H -2.85 -0.81 0.52
O 1.64 1.54 -0.81
H 1.85 2.50 -0.82
H 1.60 1.13 -1.72
O 0.00 -1.03 2.38
H -0.63 -1.73 2.26
H 0.03 -0.86 3.31
O 0.06 1.75 1.62
H 0.18 2.65 1.30
H 0.89 1.54 1.98
O 2.02 -0.87 0.57
H 2.84 -0.44 0.88
H 2.00 -1.86 0.73
*
```


Most stable pick: Q). Distance to second place: 0.937 eV.


P) One molecule with the formula C10H16N2O2, computed with ωB97M-V with the def2-TZVPD basis set.

SMILES ... C=C(C)[C@](CC)(N1[C@@H]2CC[C@@H]21)[N+](=O)[O-]
E_HOMO ... -8.825 eV

Geometry as ORCA input:
```
! wB97M-V def2-TZVPD RIJCOSX def2/J DEFGRID3
* xyz 0 1
C -0.28 -1.22 -2.44
C -0.46 -1.28 -1.11
C -1.72 -1.93 -0.60
C 0.47 -0.88 -0.02
C 0.14 -1.36 1.46
C 1.28 -0.81 2.26
N 0.61 0.91 0.14
C 0.01 1.62 -0.99
C 0.17 3.17 -0.72
C -0.60 2.88 0.68
C -0.71 1.37 0.34
N 1.83 -1.27 -0.39
O 2.16 -2.39 -0.09
O 2.49 -0.49 -1.01
H 0.60 -0.94 -2.87
H -1.03 -1.62 -2.99
H -2.54 -1.25 -0.14
H -2.30 -2.39 -1.50
H -1.64 -2.65 0.22
H 0.12 -2.44 1.73
H -0.70 -0.87 1.69
H 1.37 0.35 2.13
H 1.02 -0.90 3.37
H 2.15 -1.36 1.90
H -0.09 1.05 -1.99
H -0.41 3.62 -1.52
H 1.24 3.48 -0.51
H -0.09 3.28 1.64
H -1.56 3.43 0.78
H -1.54 0.87 0.55
*
```


Q) A 2-piece molecular cluster, C10H16N2O2 overall, computed with ωB97M-V with the def2-TZVPD basis set.

SMILES ... C=C(C)/C(N1[C@@H]2CC[C@@H]21)=[N+](/[O-])O.C=C
E_HOMO (spin up / spin down) ... -7.691 / -7.691 eV

Geometry as ORCA input:
```
! wB97M-V def2-TZVPD RIJCOSX def2/J DEFGRID3
* xyz 0 1
C -0.48 1.56 -0.68
C -0.75 0.28 -0.94
C -1.70 -0.08 -2.08
C 0.06 -0.76 -0.23
N 1.31 -0.33 0.09
C 2.33 -1.31 0.44
C 3.44 -0.49 1.12
C 3.65 0.25 -0.27
C 2.43 -0.47 -0.79
N -0.48 -1.96 0.02
O 0.22 -3.02 0.32
O -1.87 -2.00 -0.01
H 0.28 1.82 0.04
H -1.00 2.18 -1.34
H -2.77 -0.39 -1.77
H -1.83 0.68 -2.83
H -1.38 -1.07 -2.56
H 2.05 -2.32 0.30
H 4.36 -1.14 1.49
H 2.94 0.16 1.79
H 3.69 1.37 -0.40
H 4.47 -0.22 -0.79
H 2.17 -0.72 -1.86
H -2.08 -3.01 0.27
C -3.53 -0.02 1.72
C -2.76 0.94 1.46
H -4.49 -0.35 1.33
H -3.19 -0.70 2.48
H -1.88 1.04 1.96
H -2.76 1.72 0.64
*
```


Most stable pick: P). Distance to second place: 0.404 eV.


P) A 2-piece molecular cluster, C3H8Br2Si overall, computed with ωB97M-V with the def2-TZVPD basis set.

E_HOMO (spin up / spin down) ... -10.247 / -6.884 eV

Geometry as ORCA input:
```
! wB97M-V def2-TZVPD RIJCOSX def2/J DEFGRID3
* xyz 0 1
C -1.53 -0.31 -0.09
C 0.54 0.32 1.26
C -0.02 -0.20 -0.14
Si 0.28 0.94 -1.65
Br 4.59 -2.59 1.10
Br -1.09 2.61 -1.98
H -2.12 -0.44 -1.04
H -1.86 -1.22 0.44
H -1.99 0.58 0.38
H -0.21 0.47 1.97
H 1.06 1.31 1.24
H 1.33 -0.38 1.75
H 0.24 -1.30 -0.46
H 0.79 0.20 -2.76
*
```


Q) One molecule with the formula C3H8Br2Si, computed with ωB97M-V with the def2-TZVPD basis set.

SMILES ... CC(C)[SiH](Br)Br
E_HOMO ... -9.941 eV

Geometry as ORCA input:
```
! wB97M-V def2-TZVPD RIJCOSX def2/J DEFGRID3
* xyz 0 1
C -0.13 0.72 -1.28
C -0.21 0.25 0.16
C 0.45 -1.12 0.32
Si -2.01 0.21 0.79
Br -3.20 -1.98 -0.14
Br -3.18 1.93 0.04
H -0.67 0.05 -1.95
H -0.53 1.73 -1.40
H 0.92 0.74 -1.60
H 0.33 0.96 0.79
H -0.08 -1.88 -0.25
H 0.48 -1.44 1.36
H 1.48 -1.07 -0.05
H -2.30 0.02 2.19
*
```


Most stable pick: Q). Distance to second place: 4.577 eV.